Entry w
DFT (wB97M-V/def2-TZVPD) results for a structure of composition C18H23BrN2O4PPdS2SbSe4.

Last column: Löwdin charge in e.
Element x y z (Å)
Pd -4.15625 -9.34511 15.28840  0.21
S -4.52915 -6.78881 14.84329  0.53
C -3.61442 -6.71867 13.41171  -1.13
S -3.10814 -8.36757 13.28493  0.52
C -3.34299 -5.52480 12.61125  -0.35
C -2.59850 -5.39893 11.43497  -0.26
N -1.97149 -5.25590 10.46211  0.11
C -3.91015 -4.31171 13.03070  -0.30
N -4.31655 -3.31969 13.47078  0.12
C -6.33291 -11.63625 19.29507  -0.07
C -5.55651 -11.23120 18.05518  -0.23
O -6.52531 -10.59895 17.09683  -0.32
P -6.20220 -10.73208 15.54171  0.69
O -7.50566 -10.04522 14.86032  -0.31
C -8.03088 -8.73522 15.31182  -0.25
C -9.54455 -8.78947 15.23308  -0.08
O -6.37628 -12.28114 15.21299  -0.28
C -7.21060 -12.70995 14.07518  -0.25
C -8.43009 -13.34721 14.75422  -0.07
H -5.70684 -11.91741 20.12668  0.07
H -6.94445 -12.51058 19.07187  0.07
H -6.99318 -10.82052 19.58816  0.07
H -5.11133 -12.07955 17.48963  0.11
H -4.76408 -10.47944 18.16247  0.08
H -7.56613 -7.97613 14.67586  0.10
H -7.69457 -8.56946 16.34781  0.11
H -9.87658 -8.88501 14.18128  0.08
H -9.99867 -7.91366 15.64150  0.06
H -9.90398 -9.66825 15.76820  0.07
H -6.61057 -13.44778 13.51512  0.02
H -7.44672 -11.83907 13.45513  0.09
H -8.11588 -14.06769 15.52630  0.08
H -9.05458 -13.91454 14.05083  0.07
H -8.99157 -12.59479 15.28129  0.05
Br -1.57779 -9.88717 16.92460  -0.56
C -3.99069 -11.69902 10.15471  0.00
C -5.18801 -11.00955 10.76677  -0.39
O -5.44957 -11.08765 11.96093  0.05
C -6.05651 -10.25113 9.85268  -0.14
C -6.19261 -10.60198 8.46759  -0.01
C -7.16525 -9.95496 7.72175  -0.10
C -7.95471 -8.99644 8.31883  -0.11
C -7.84588 -8.66491 9.67133  -0.07
C -6.90948 -9.32884 10.43247  -0.02
H -3.18152 -11.62993 10.86625  0.08
H -3.75813 -11.29372 9.18512  0.06
H -4.17286 -12.78038 10.04066  0.08
H -5.51471 -11.32865 7.99436  0.11
H -7.35031 -10.22670 6.68148  0.10
H -8.67148 -8.41980 7.74606  0.09
H -8.51447 -7.93422 10.14555  0.11
H -6.79966 -9.13292 11.48915  0.12
Se -5.18087 -15.41937 12.19307  -0.28
Sb -2.77230 -15.11314 13.39892  -0.15
Se -2.45787 -12.67890 14.48545  -0.03
Se -0.78191 -14.68655 11.67699  -0.08
Se -2.42975 -16.18473 15.72952  -0.30

Computed properties:
Highest occupied orbital energy (spin up / spin down) (eV): -3.16 / -3.01
Multiplicity: 5
<S²>: 6.028
Total charge: -2

Entry x
DFT (wB97M-V/def2-TZVPD) results for a structure of composition C18H23BrN2O4PPdS2SbSe4.

Last column: Löwdin charge in e.
Element x y z (Å)
Pd -0.55106 -2.15746 0.09294  0.00
S -0.56726 -1.40135 2.33601  0.52
C -0.28047 -3.13728 2.60804  -1.08
S -0.37073 -4.12021 1.20839  0.57
C 0.04690 -3.59963 3.88007  -0.42
C -0.14308 -2.89203 5.06631  -0.30
N -0.25058 -2.40322 6.11473  0.11
C 0.25057 -4.98110 4.17110  -0.27
N 0.33526 -6.06787 4.59770  0.11
C 4.78620 -0.35164 2.68637  -0.09
C 3.49334 -0.79901 3.29997  -0.23
O 2.65832 -1.39535 2.23634  -0.29
P 1.65293 -0.64655 1.26111  0.59
O 2.39820 -0.55631 -0.17881  -0.33
C 3.08543 -1.62534 -0.88514  -0.30
C 3.72868 -1.05044 -2.11485  -0.09
O 1.75318 0.88311 1.70463  -0.31
C 1.28674 2.14660 1.13078  -0.24
C 1.97995 3.30364 1.85502  -0.07
H 5.50044 0.11201 3.36985  0.07
H 4.59362 0.38617 1.92295  0.06
H 5.29108 -1.17907 2.22486  0.07
H 2.91395 0.00300 3.78512  0.12
H 3.67244 -1.59966 4.02872  0.12
H 2.31893 -2.36389 -1.16022  0.03
H 3.82401 -2.04693 -0.19111  0.11
H 2.99321 -0.47211 -2.68264  0.08
H 4.10175 -1.88724 -2.71678  0.08
H 4.56127 -0.41677 -1.84418  0.06
H 0.22047 2.16880 1.30748  0.11
H 1.45748 2.17027 0.07827  0.10
H 1.61888 3.37993 2.90709  0.09
H 1.74819 4.18458 1.24438  0.07
H 3.05142 3.16681 1.81880  0.06
Br -0.22355 -3.03861 -1.94610  -0.07
C -3.45877 1.00106 -0.80438  -0.02
C -2.21289 1.08417 -1.68638  -0.36
O -1.24872 0.33474 -1.57519  0.02
C -2.18018 2.24110 -2.64023  -0.16
C -1.00898 2.48179 -3.31970  -0.03
C -0.91860 3.55410 -4.18374  -0.09
C -1.93769 4.48270 -4.25514  -0.11
C -3.13475 4.27631 -3.56626  -0.07
C -3.22303 3.15174 -2.73863  -0.03
H -3.31200 0.16527 -0.11051  0.08
H -4.33258 0.85158 -1.44640  0.05
H -3.58117 1.91640 -0.16889  0.10
H -0.18444 1.79683 -3.15419  0.12
H -0.02958 3.72493 -4.81645  0.11
H -1.82297 5.39820 -4.83374  0.10
H -3.96543 4.96126 -3.64626  0.10
H -4.16534 2.92591 -2.25589  0.11
Se -7.08420 -0.89943 -2.10281  -0.22
Sb -6.96180 -3.20052 -1.69582  -0.55
Se -4.43394 -3.23898 -1.13377  0.03
Se -6.28807 -4.68538 -3.55759  -0.12
Se -7.45103 -4.03961 0.47477  -0.07

Computed properties:
Highest occupied orbital energy (spin up / spin down) (eV): -0.87 / -1.81
Multiplicity: 5
<S²>: 6.032
Total charge: -2

The structure with the least stability is entry x.

Entry w
DFT (wB97M-V/def2-TZVPD) results for a cluster of 2 separate species, C2H7N3O3 in total.

Last column: Löwdin charge in e.
Element x y z (Å)
C -0.67892 -0.88631 -0.09163  -0.43
C -0.40050 0.48370 0.33810  -0.35
N 2.80949 -0.84320 0.17046  0.06
N -1.43167 1.37986 0.03174  0.01
N -2.79980 1.16994 -0.17396  0.05
O 0.40186 -1.63906 -0.36294  0.06
O -1.83347 -1.26519 -0.32034  0.07
O 0.71667 0.83542 0.76728  0.02
H 2.19277 -0.08991 0.45521  0.00
H 3.10787 -0.76741 -0.79939  0.07
H -1.09421 2.32543 0.22661  0.15
H -3.03724 1.45097 -1.10394  0.08
H -2.92335 0.20722 0.12687  0.07
H 3.52528 -0.82003 0.84056  0.04
H 1.44523 -1.54143 -0.10463  0.09

Computed properties:
Highest occupied orbital energy (eV): -9.11
Total charge: 0

Entry x
DFT (wB97M-V/def2-TZVPD) results for a cluster of 2 separate species, C2H7N3O3 in total.

Last column: Löwdin charge in e.
Element x y z (Å)
C -1.29925 0.35627 -0.10778  -0.53
N -2.30499 0.05521 0.77768  0.15
O -0.87081 -1.05424 -0.75663  -0.07
O -1.37342 1.32986 -0.82644  0.06
H -0.16637 -0.84002 -1.40071  0.06
H -3.20684 0.43331 0.52931  0.11
H -2.31724 -0.88719 1.13450  0.10
N 1.33173 1.00350 -0.67324  0.09
C 0.92163 0.47939 0.55041  -0.30
O 2.24346 -1.31161 0.14368  -0.06
N 1.26239 -0.75000 0.92159  -0.03
H 2.57540 -2.06447 0.65184  0.10
H 0.74602 1.75771 -1.01479  0.09
H 1.77832 0.36557 -1.31688  0.09
H 0.67995 1.12671 1.38747  0.14

Computed properties:
Highest occupied orbital energy (spin up / spin down) (eV): -8.55 / -8.55
Total charge: 0

The structure with the least stability is entry x.

Entry w
DFT (wB97M-V/def2-TZVPD) results for an isolated molecule of C6H7N3O.

Last column: Löwdin charge in e.
Element x y z (Å)
C 1.95877 1.26615 -0.97652  -0.12
C 2.69987 0.98396 0.16991  -0.08
C 2.02177 0.18611 1.12596  -0.11
C 0.08602 0.07346 -0.12975  -0.29
C 0.68480 0.93931 -1.08710  -0.06
C -1.93156 -1.09965 0.65580  -0.52
H 2.52083 1.99248 -1.84505  0.18
H 3.58303 1.09944 0.40459  0.00
H 2.75792 -0.27656 2.03517  0.16
H 0.00900 1.17366 -1.99086  0.14
H -1.56638 0.05849 -0.96264  0.05
H -3.97983 -1.75861 0.75854  0.18
H -3.52444 -1.17199 -0.67663  -0.08
N 0.73689 -0.26758 1.01397  0.12
N -1.17669 -0.38430 -0.29598  0.16
N -3.17631 -1.48730 0.02087  0.16
O -1.70368 -1.32707 1.77971  0.13

Computed properties:
Highest occupied orbital energy (eV): -8.71
Total charge: 0

Entry x
DFT (wB97M-V/def2-TZVPD) results for an isolated molecule of C6H7N3O.

Last column: Löwdin charge in e.
Element x y z (Å)
C 0.28201 2.84047 0.17636  -0.19
C -0.36700 1.72852 -0.03814  -0.06
C 1.75684 1.43429 -0.27220  -0.17
C -0.90444 -1.98998 1.06515  -0.25
C -1.15254 -2.07733 -0.50875  -0.14
C 0.61905 -0.56675 -0.37158  -0.19
N 1.61472 2.69863 0.02768  0.09
N 0.03451 -1.32413 1.49899  0.14
N 0.60182 0.78253 -0.29307  -0.05
O -0.32741 -1.11942 -1.13003  -0.04
H -0.28208 3.80411 0.22771  0.12
H -1.44488 1.57044 0.03111  0.13
H 2.60004 0.83402 -0.08240  0.12
H -1.45150 -2.69234 1.68744  0.10
H -0.99561 -3.04584 -0.86973  0.09
H -2.23418 -1.88540 -0.62185  0.12
H 1.65067 -0.99181 -0.52668  0.16

Computed properties:
Highest occupied orbital energy (eV): -8.91
Total charge: 0

Entry y
DFT (wB97M-V/def2-TZVPD) results for an isolated molecule of C6H7N3O.

Last column: Löwdin charge in e.
Element x y z (Å)
C -1.62780 0.81615 0.07462  0.09
C -0.41058 0.60764 0.88902  -0.29
C 0.47888 -0.17324 0.15091  -0.12
C -1.34896 -0.02079 -1.03623  -0.32
C 1.66334 -0.30233 1.08968  -0.25
C -2.04658 -0.05210 -2.35678  -0.03
N 0.04385 0.97644 2.08957  0.08
N 1.33926 0.44371 2.11246  0.03
N 2.94153 -0.87429 1.04725  0.10
O -0.13626 -0.59056 -0.97065  0.06
H -2.45302 1.38159 0.37895  0.09
H -2.72829 -0.90045 -2.57698  0.08
H -2.71269 0.85280 -2.26666  0.10
H -1.29312 -0.02614 -3.21202  0.11
H 1.99862 0.67883 2.76971  0.12
H 3.13595 -1.10926 0.15605  0.03
H 3.15586 -1.70801 1.66107  0.13

Computed properties:
Highest occupied orbital energy (eV): -7.80
Total charge: 0

The structure with the least stability is entry x.

Entry w
DFT (wB97M-V/def2-TZVPD) results for a structure of composition C25H16N6O6PdS2.

Last column: Löwdin charge in e.
Element x y z (Å)
Pd 0.01510 -0.09270 -0.05550  1.29
O 1.67340 -1.41930 0.46440  -0.26
S 2.28320 -0.04430 0.51340  0.38
O 3.60390 0.07710 0.97770  -0.12
O 1.22450 0.69060 1.32600  -0.34
O 1.97940 0.47620 -0.86140  -0.24
S -3.57810 -0.33140 6.90710  1.11
N -3.35630 0.88410 5.88000  -0.21
C -2.80690 0.42810 4.76030  -0.29
C -2.44840 1.18330 3.60070  -0.06
C -2.61210 2.56990 3.53220  0.05
C -2.25460 3.21740 2.37300  0.00
C -1.76880 2.46310 1.30570  -0.10
N -1.58080 1.15620 1.36030  0.06
C -1.88090 0.49800 2.49580  -0.14
C -1.57850 -0.91590 2.59350  -0.11
N -0.89800 -1.51010 1.59830  0.07
C -0.52500 -2.77190 1.71150  -0.10
C -0.88280 -3.57970 2.79240  0.01
C -1.61180 -3.02020 3.81500  0.06
C -1.94010 -1.66290 3.74290  -0.06
C -2.58440 -0.97990 4.81900  -0.29
N -2.98260 -1.49520 5.97560  -0.21
H -3.00890 3.10010 4.38420  0.13
H -2.36640 4.28590 2.28240  0.12
H -1.55310 2.96030 0.37180  0.09
H 0.12050 -3.17570 0.94250  0.09
H -0.57330 -4.61290 2.82230  0.13
H -1.90950 -3.58670 4.68430  0.14
O 0.88990 7.35500 0.39130  0.17
C 0.25500 7.04230 -0.71630  -0.48
O -0.26200 7.86390 -1.42390  0.17
C 0.16760 5.58890 -1.09690  -0.06
C -0.81170 5.19620 -2.02780  0.04
C -1.07570 3.87320 -2.24710  0.04
C -0.35760 2.86510 -1.53250  -0.29
C 0.71720 3.28790 -0.69150  0.01
C 1.00270 4.61610 -0.52320  0.02
N -0.64360 1.55720 -1.58960  0.08
C -1.43410 0.96860 -2.50780  0.03
C -1.51360 -0.41740 -2.52930  -0.20
C -2.17020 -1.15120 -3.55780  0.06
C -2.02840 -2.51020 -3.61750  0.02
C -1.20440 -3.15110 -2.67570  0.03
C -0.62340 -2.39880 -1.67430  -0.07
N -0.82040 -1.08910 -1.54600  -0.02
H 1.30740 6.63290 0.88460  0.12
H -1.38170 5.95980 -2.53940  0.14
H -1.85580 3.59440 -2.93860  0.12
H 1.30240 2.52830 -0.18460  0.09
H 1.86140 4.89110 0.07420  0.13
H -1.92470 1.55100 -3.27960  0.15
H -2.74160 -0.61230 -4.29720  0.14
H -2.51020 -3.08700 -4.39110  0.14
H -1.01850 -4.21100 -2.73450  0.13
H 0.06290 -2.85150 -0.96390  0.11

Computed properties:
Highest occupied orbital energy (spin up / spin down) (eV): -14.41 / -14.41
Total charge: +2

Entry x
DFT (wB97M-V/def2-TZVPD) results for a structure of composition C25H16N6O6PdS2.

Last column: Löwdin charge in e.
Element x y z (Å)
Pd 1.39178 -0.84697 -0.17809  1.12
O 4.17058 -0.19547 2.20961  -0.21
S 3.15908 -0.34067 1.24251  0.29
O 2.93848 0.79153 0.30451  -0.39
O 1.75128 -0.55287 1.81191  -0.43
O 3.17898 -1.54697 0.34181  -0.38
S -3.66782 -1.47717 -5.48869  1.19
N -2.05612 -1.43067 -5.59649  -0.17
C -1.54412 -1.21307 -4.40179  -0.25
C -0.15592 -1.22107 -4.03869  -0.07
C 0.93118 -1.43597 -4.89249  0.06
C 2.20388 -1.47897 -4.34989  0.02
C 2.38478 -1.33837 -2.97309  -0.02
N 1.35418 -1.12347 -2.15949  0.00
C 0.11248 -1.02957 -2.67319  -0.12
C -0.90762 -0.68217 -1.70809  -0.11
N -0.39052 -0.21127 -0.58579  0.06
C -2.06882 -0.68737 1.16961  -0.15
C -3.22692 -1.09897 0.30071  0.09
C -3.31592 -1.07947 -1.04329  0.03
C -2.28132 -0.87337 -2.01309  0.02
C -2.56622 -1.09017 -3.38679  -0.27
N -3.78262 -1.23247 -3.91579  -0.19
H 0.76388 -1.55367 -5.95229  0.14
H 3.06088 -1.63107 -4.98769  0.13
H 3.36948 -1.39557 -2.51509  0.14
H -2.48232 -0.20827 2.06621  0.17
H -4.09452 -1.44807 0.84421  0.15
H -4.26482 -1.35347 -1.48829  0.13
O 2.09718 6.75673 3.16181  0.21
C 2.00798 6.03993 2.07201  -0.49
O 2.48258 6.34313 1.01531  0.22
C 1.29158 4.70473 2.07201  -0.01
C 1.97008 3.54903 2.49031  0.07
C 1.40538 2.31793 2.31211  0.11
C 0.17088 2.14643 1.60491  -0.20
C -0.52142 3.34793 1.22561  0.08
C 0.04778 4.57263 1.44021  0.04
N -0.23692 0.93673 1.35421  0.21
C -1.17692 0.37403 0.46511  -0.28
C -1.30532 -1.91977 1.63431  -0.24
C -1.76592 -2.59917 2.76261  0.01
C -1.08192 -3.71757 3.20531  -0.02
C 0.02438 -4.15787 2.49251  -0.01
C 0.40998 -3.44687 1.36711  -0.09
N -0.24992 -2.36607 0.95711  0.07
H 1.63938 6.42843 3.94871  0.15
H 2.94048 3.63803 2.95401  0.15
H 1.89518 1.41223 2.64301  0.11
H -1.49242 3.27323 0.76281  0.13
H -0.47202 5.46503 1.11551  0.15
H -1.85882 1.13323 0.02871  0.17
H -2.64312 -2.24737 3.28521  0.12
H -1.40052 -4.23257 4.10141  0.13
H 0.58638 -5.01937 2.81261  0.12
H 1.27078 -3.74757 0.77241  0.12

Computed properties:
Highest occupied orbital energy (spin up / spin down) (eV): -13.32 / -13.32
Total charge: +2

The structure with the least stability is entry x.